# 1
This record from the Open Molecules 2025 dataset describes 2 unconnected molecules or ions with the total composition C10H15NO2 at a distorted geometry. The level of theory is ωB97M-V/def2-TZVPD.

Results
- SMILES: Cc1ccc(O)cc1.CCC(N)=O
- HOMO: -8.61 eV
- Orbital gap: 9.18 eV

Cartesian coordinates (Å):
C -0.96960 -1.33952 2.06686
C -0.20890 -0.12068 2.72325
C -2.21679 -1.02777 1.27786
O -2.81199 -1.87925 0.62318
N -2.68461 0.24748 0.97832
H -0.33064 -1.87353 1.38380
H -1.31071 -2.04225 2.83679
H -0.60714 0.78139 2.25458
H -3.45347 0.28842 0.27417
H -2.49099 1.18048 1.26482
H 0.86006 -0.20261 2.65664
H -0.37988 -0.16561 3.80362
C 1.82526 -1.94226 -2.27134
C -0.15864 0.88072 -0.71509
C 0.15077 -0.40288 -1.26474
C 0.92556 1.71937 -0.47588
C 1.46288 -0.69515 -1.54223
C 2.27310 1.40257 -0.67072
C 2.52316 0.14851 -1.16888
O 0.63664 3.05837 -0.33235
H -1.16811 1.20514 -0.87772
H -0.66094 -1.11546 -1.39943
H 0.32846 3.41436 0.50555
H 3.00554 2.17006 -0.46929
H 1.13072 -1.97312 -3.13194
H 1.54191 -2.82482 -1.64715
H 3.52877 -0.15597 -1.46192
H 2.88552 -2.24706 -2.42565



# 2
This record from the Open Molecules 2025 dataset describes a single C10H15NO2S molecule at a distorted geometry. The level of theory is ωB97M-V/def2-TZVPD.

Results
- HOMO (spin up / spin down): -8.41 / -8.44 eV
- Orbital gap (spin up / spin down): 7.14 / 8.07 eV

Cartesian coordinates (Å):
C 1.40237 0.47788 0.91141
C 1.01489 -0.89983 0.37331
C 0.26395 0.47720 -1.55238
C 0.43590 1.71348 0.63793
C 1.27366 -2.00792 -1.82120
C 0.41070 -0.99510 -0.99101
C -0.17196 1.56346 -0.64479
C -1.05938 1.57127 0.60111
C -1.72699 2.89227 0.93518
C -1.86743 0.43184 1.22242
N 1.58070 -3.22390 -1.32633
O 2.22557 -4.10471 -1.94989
O -1.19595 -2.85713 0.25411
S -1.21696 -2.06889 -1.00121
H 1.44781 0.29770 2.00426
H 2.39023 0.80592 0.45907
H 1.96018 -1.41576 0.33689
H 0.11946 -1.27908 1.02460
H -0.35218 0.32892 -2.54640
H 1.21800 0.76026 -1.98594
H 0.92605 2.65989 0.74181
H 1.53715 -1.69050 -2.81162
H -2.53787 3.15167 0.27344
H -1.11305 3.77787 1.16075
H -2.00509 2.65640 1.96233
H -1.21562 -0.10275 1.97154
H -2.33342 -0.26070 0.42554
H -2.61670 0.83432 1.74869
H 1.20595 -3.49407 -0.41363



# 3
This record from the Open Molecules 2025 dataset describes 2 unconnected molecules or ions with the total composition C10H15O2P at a distorted geometry. The level of theory is ωB97M-V/def2-TZVPD.

Results
- HOMO: -7.82 eV
- Orbital gap: 8.34 eV

Cartesian coordinates (Å):
C -1.54005 -3.61515 -1.80297
C -0.40517 -2.87007 -1.99089
C -2.55970 -3.04691 -0.98019
C -0.17730 -1.64762 -1.33453
C -2.40431 -1.75249 -0.40803
C -1.21983 -1.06762 -0.54699
C 0.35482 3.17698 -0.44381
C 1.28576 0.44743 2.17134
C 0.61012 1.83010 -0.92238
C 0.58781 -0.48630 1.28568
O 1.88818 1.30713 -0.99126
O 0.16149 -1.49595 2.17745
P -0.93588 0.43109 0.48724
H -1.61084 -4.55326 -2.37346
H 0.31433 -3.24288 -2.64853
H -3.46451 -3.66156 -0.93714
H 0.79127 -1.13351 -1.49090
H -3.03571 -1.26356 0.25926
H -0.63912 3.22474 -0.10172
H 0.49530 3.90465 -1.20396
H 1.13994 3.41149 0.39352
H 0.61640 0.66625 2.90723
H 2.23438 -0.04015 2.52793
H 1.30172 1.41739 1.63530
H 0.08456 1.58181 -1.83296
H 1.01290 -0.88373 0.44101
H 2.30210 1.43424 -0.12517
H -0.31477 -2.24159 1.78592



# 4
This record from the Open Molecules 2025 dataset describes a gas-phase ion, C10H15O3S (charge -1) at a distorted geometry. The level of theory is ωB97M-V/def2-TZVPD.

Results
- Net charge: -1
- HOMO (spin up / spin down): -3.59 / -4.04 eV
- Orbital gap (spin up / spin down): 6.66 / 7.10 eV

Cartesian coordinates (Å):
C -0.01126 1.37180 1.21770
C 0.56997 1.54267 -0.01080
C -1.76206 -0.08722 0.71993
C -0.36166 -0.02883 1.38422
C -1.69384 0.03916 -0.76171
C 0.87049 0.24889 -0.53880
C 0.75124 -0.71608 0.59127
C 1.75777 0.00128 -1.70849
C 2.08279 -0.88409 1.38765
C 0.36187 -2.16324 0.12031
O -3.15396 1.16541 -2.42030
O -2.93110 2.29780 -0.23484
O -1.12781 2.48202 -1.81073
S -2.22949 1.62965 -1.37612
H -0.45731 2.11198 1.83181
H 0.57994 2.36425 -0.67403
H -2.41609 -0.88991 1.01267
H -2.39564 0.79709 0.99598
H -0.38078 -0.30903 2.48090
H -1.74804 -0.60143 -1.54668
H 1.10988 -0.61356 -2.34824
H 2.73460 -0.53823 -1.35257
H 2.04960 0.84961 -2.21563
H 2.92735 -1.08919 0.81455
H 1.77356 -1.64924 2.05096
H 2.33373 -0.04636 2.07278
H 1.33315 -2.53409 0.17689
H -0.29113 -2.23984 -0.77230
H -0.27578 -2.51128 0.91364



# 5
This record from the Open Molecules 2025 dataset describes 2 unconnected molecules or ions with the total composition C10H16 at a distorted geometry. The level of theory is ωB97M-V/def2-TZVPD.

Results
- 2S+1: 2
- Net charge: -1
- HOMO (spin up / spin down): 0.87 / -3.39 eV
- Orbital gap (spin up / spin down): 2.85 / 7.04 eV

Cartesian coordinates (Å):
C -0.59615 2.48293 1.43745
C -1.20080 1.52694 0.45161
C -1.09369 1.79403 -0.92936
C -1.87317 0.39746 0.88461
C -1.63195 0.84792 -1.86403
C -2.42401 -0.55258 -0.06617
C -2.23196 -0.32448 -1.42803
H 0.49355 2.37789 1.43719
H -0.98437 2.42606 2.45999
H -0.58806 2.69280 -1.26551
H -1.85783 0.17739 1.94969
H -1.49249 1.04087 -2.92631
H -2.90079 -1.43956 0.33989
H -2.50452 -1.05014 -2.18442
H -0.81467 3.52565 1.16732
C 1.64305 -0.96078 0.25974
C 1.04387 -2.33572 -0.02026
C 3.13463 -0.90725 -0.02175
H 1.08284 -0.22418 -0.32327
H 1.49607 -0.72096 1.31907
H -0.03722 -2.25150 -0.13663
H 1.25284 -3.10784 0.72249
H 3.68733 -1.68151 0.50894
H 3.37504 -1.03541 -1.08177
H 1.42014 -2.73098 -0.97322
H 3.60232 0.03291 0.28272



# 6
This record from the Open Molecules 2025 dataset describes 2 unconnected molecules or ions with the total composition C10H16 at a distorted geometry. The level of theory is ωB97M-V/def2-TZVPD.

Results
- SMILES: Cc1ccccc1.CCC
- HOMO: -8.99 eV
- Orbital gap: 9.98 eV

Cartesian coordinates (Å):
C -2.92505 1.07346 -0.31225
C -0.87259 -2.25884 -1.99360
C -0.32582 -1.67565 -0.81542
C -2.11585 -1.90188 -2.45057
C -1.13754 -0.68715 -0.30503
C -2.82224 -0.75714 -2.02430
C -2.31193 -0.16654 -0.84771
H -0.36668 -3.13631 -2.44712
H 0.42292 -2.25993 -0.31645
H -2.69406 -2.41983 -3.24701
H -0.82233 -0.16835 0.61503
H -3.70927 -0.36165 -2.46624
H -2.32487 1.59174 0.44276
H -3.91467 0.76750 0.08499
H -3.07761 1.92115 -0.98405
C 2.28886 1.30616 1.19072
C 1.87607 0.69467 2.55016
C 3.69592 0.93230 0.79972
H 1.50010 1.06746 0.44633
H 2.25222 2.38826 1.36171
H 2.76133 0.37986 3.13447
H 3.74947 -0.02698 0.29544
H 4.12921 1.59212 0.02236
H 1.28118 -0.19773 2.40454
H 1.17861 1.30884 3.14359
H 4.28462 0.99448 1.71795



# 7
This record from the Open Molecules 2025 dataset describes 2 unconnected molecules or ions with the total composition C10H16 at a distorted geometry. The level of theory is ωB97M-V/def2-TZVPD.

Results
- SMILES: CCc1ccccc1.CC
- HOMO: -8.93 eV
- Orbital gap: 9.94 eV

Cartesian coordinates (Å):
C -1.12747 -0.50014 -2.59828
C 0.08016 0.07901 -3.31704
C -0.89752 -0.60377 -1.09707
C -1.91671 -0.16256 -0.24551
C 0.24117 -1.15718 -0.51477
C -1.83129 -0.40438 1.13031
C 0.30680 -1.37342 0.84720
C -0.79936 -1.16334 1.65822
H -2.06168 0.01536 -2.79925
H -1.24110 -1.55503 -2.87560
H 1.05480 -0.24111 -2.91992
H -2.68805 0.54504 -0.52631
H 1.05163 -1.47377 -1.15795
H -2.60704 -0.01124 1.77777
H 1.23840 -1.81707 1.18060
H -0.96526 -1.60172 2.63472
H 0.33395 1.14153 -3.36148
H 0.22120 -0.18262 -4.36976
C 1.68660 1.99244 1.66966
C 2.94904 2.09141 2.51839
H 1.00454 2.84279 1.68261
H 1.96094 1.92816 0.61163
H 1.18627 1.07199 1.95772
H 3.55314 2.96963 2.26977
H 3.57277 1.19754 2.43357
H 2.79069 2.17754 3.59514



# 8
This record from the Open Molecules 2025 dataset describes 2 unconnected molecules or ions with the total composition C10H16 at a distorted geometry. The level of theory is ωB97M-V/def2-TZVPD.

Results
- SMILES: Cc1ccccc1.CCC
- HOMO: -9.04 eV
- Orbital gap: 10.04 eV

Cartesian coordinates (Å):
C 1.38293 -2.44165 0.23039
C -0.00765 -1.53398 -1.50331
C 1.07722 -1.32824 -0.67859
C -0.39765 -0.47487 -2.28567
C 0.43584 0.69303 -2.36952
C 1.95791 -0.27777 -0.69224
C 1.65209 0.72009 -1.65638
H -0.50684 -2.52570 -1.43989
H -1.37897 -0.48230 -2.90232
H 0.55906 -3.24160 0.14110
H 1.30629 -2.16318 1.30698
H 0.06833 1.52070 -3.05408
H 2.73996 -0.12374 0.06014
H 2.39107 1.60888 -1.83164
H 2.31914 -3.03291 0.10883
C -0.77181 0.82808 1.39216
C -2.17931 0.45102 1.14870
C -0.62464 2.21166 2.04856
H -0.23731 -0.00121 1.78596
H -0.29881 1.17340 0.40721
H -2.81569 1.28854 1.33934
H -1.09377 2.94273 1.33130
H -1.30352 2.07191 2.98010
H -2.44690 -0.39712 1.67466
H -2.18409 0.13029 0.07634
H 0.35710 2.38395 2.38187



# 9
This record from the Open Molecules 2025 dataset describes 2 unconnected molecules or ions with the total composition C10H16 at a distorted geometry. The level of theory is ωB97M-V/def2-TZVPD.

Results
- SMILES: Cc1ccccc1.CCC
- HOMO: -8.97 eV
- Orbital gap: 9.95 eV

Cartesian coordinates (Å):
C 2.12714 1.54627 1.98329
C 0.58967 0.52264 -1.30453
C 1.36718 0.47061 -0.12772
C -0.25000 1.58159 -1.54933
C 1.37252 1.59401 0.67985
C -0.12381 2.75678 -0.80572
C 0.73436 2.76970 0.27331
H 0.53781 -0.38118 -1.90164
H 1.93679 -0.42144 0.08517
H -1.07371 1.50756 -2.25205
H -0.68798 3.68254 -0.86863
H 2.61799 2.49465 2.24207
H 2.80936 0.70332 2.04836
H 0.82348 3.62840 0.92722
H 1.55320 1.52574 2.92672
C -1.65934 -2.50229 -0.11346
C -2.84998 -3.45379 -0.25187
C -0.54227 -3.23038 0.63031
H -1.27795 -2.18957 -1.09040
H -1.94708 -1.56461 0.36439
H -2.94322 -4.19707 0.55202
H -2.69098 -4.16550 -1.06786
H -0.14498 -4.07138 0.05488
H 0.30978 -2.57779 0.86244
H -3.78488 -2.89817 -0.25977
H -0.79626 -3.66321 1.60471



# 10
This record from the Open Molecules 2025 dataset describes 2 unconnected molecules or ions with the total composition C10H16 at a distorted geometry. The level of theory is ωB97M-V/def2-TZVPD.

Results
- SMILES: CCc1ccccc1.CC
- HOMO: -8.91 eV
- Orbital gap: 9.88 eV

Cartesian coordinates (Å):
C 0.32354 -2.32803 0.90947
C 1.51378 -2.46639 -0.05242
C -0.22246 -0.93437 1.30856
C 0.61340 -0.05890 2.05528
C -1.49051 -0.61680 0.88104
C 0.18552 1.24019 2.19879
C -1.82077 0.74822 0.86905
C -1.02349 1.64277 1.56688
H -0.54762 -2.83939 0.49780
H 0.53236 -2.78501 1.88021
H 1.31715 -2.48880 -1.11222
H 1.50762 -0.60650 2.31958
H -2.19979 -1.31052 0.45421
H 0.76939 2.02771 2.65813
H -2.80849 1.04989 0.53569
H -1.23791 2.70331 1.57467
H 2.25150 -3.16328 0.33062
H 2.13129 -1.53999 0.06038
C 0.63107 1.88577 -2.57771
C -0.59292 1.06968 -2.21596
H 1.49485 1.35713 -2.94168
H 0.40062 2.66747 -3.30484
H 1.04808 2.37687 -1.67094
H -1.46509 1.67718 -2.11597
H -0.57054 0.51176 -1.27018
H -0.74058 0.18005 -2.83845



# 11
This record from the Open Molecules 2025 dataset describes 2 unconnected molecules or ions with the total composition C10H16 at a distorted geometry. The level of theory is ωB97M-V/def2-TZVPD.

Results
- SMILES: CCc1ccccc1.CC
- HOMO: -8.99 eV
- Orbital gap: 10.00 eV

Cartesian coordinates (Å):
C -0.10800 2.40863 0.80767
C 0.86014 3.40870 1.40458
H 0.21831 1.41176 1.09131
H -1.14058 2.48934 1.13050
H -0.10041 2.37841 -0.27738
H 0.38512 4.14925 2.07227
H 1.61794 2.94555 2.04058
H 1.37485 4.10213 0.73623
C -1.62683 -1.48529 0.78317
C -2.15579 -2.72688 0.03777
C -0.44462 -0.82651 0.04576
C 0.80068 -0.84015 0.71191
C -0.66228 -0.46203 -1.28361
C 1.86393 -0.42218 -0.06648
C 0.43217 0.12012 -1.93547
C 1.70569 0.05942 -1.37725
H -2.42598 -0.74159 0.89608
H -1.36085 -1.78412 1.78930
H -1.46714 -3.56728 0.01018
H 0.76699 -0.78111 1.79088
H -1.60655 -0.64403 -1.76153
H 2.90177 -0.36247 0.25256
H 0.42934 0.65448 -2.88168
H 2.59411 0.28178 -1.94887
H -2.27624 -2.45784 -1.01044
H -3.18007 -3.09889 0.16395



# 12
This record from the Open Molecules 2025 dataset describes 2 unconnected molecules or ions with the total composition C10H16 at a distorted geometry. The level of theory is ωB97M-V/def2-TZVPD.

Results
- 2S+1: 2
- Net charge: +1
- HOMO (spin up / spin down): -13.55 / -13.55 eV
- Orbital gap (spin up / spin down): 9.00 / 5.19 eV

Cartesian coordinates (Å):
C -2.20942 0.61579 0.62748
C -0.00617 1.43160 1.50549
C -1.02054 0.46798 1.49264
C 1.28620 1.00210 1.91467
C 1.65344 -0.29802 2.06745
C -0.67137 -0.91808 1.75679
C 0.59861 -1.36390 2.06249
H -0.02562 2.38485 0.89307
H 2.10201 1.71646 1.96816
H -2.02905 1.52322 0.09968
H -3.19302 0.50940 1.08238
H 2.79622 -0.58524 2.13303
H -1.54554 -1.60676 1.78792
H 0.84178 -2.30887 2.16727
H -2.15017 -0.14882 -0.24984
C 0.27732 -0.00824 -3.52212
C -1.09133 -0.53608 -2.95405
C 1.40082 -0.23190 -2.61635
H 0.60180 -0.46843 -4.44173
H 0.15330 1.08881 -3.80287
H -1.23821 -0.31668 -1.88838
H -1.05531 -1.58026 -3.01769
H 1.32418 0.18786 -1.54953
H 1.69515 -1.37322 -2.47479
H -1.88436 -0.08203 -3.47638
H 2.30146 0.09219 -3.23728